DFT (the ωB97M-V functional and the def2-TZVPD basis) results for C4H7Cl4MgO as an isolated structure.

Structure (XYZ):
```
17
Properties=species:S:1:pos:R:3:forces:R:3
Mg 0.254706 0.866484 -1.341767 -0.58 -0.75 1.88
Cl -1.074852 1.306847 0.462054 0.65 0.09 -1.22
C -1.059998 4.980819 1.376622 -0.27 0.24 -0.02
Cl -1.944514 5.193152 2.879480 -0.08 -0.07 0.01
Cl 0.664732 4.927974 1.689272 0.33 -0.11 -0.05
Cl -1.452455 6.269512 0.233157 0.02 0.02 -0.06
H -1.359793 4.051425 0.915630 0.00 -0.13 0.11
C -0.148328 -2.602792 0.413554 -0.65 0.17 0.20
C 0.712894 -2.191309 -0.710287 -0.05 0.04 -0.24
O 0.873574 -0.982486 -0.958080 -0.01 0.43 -0.69
C 1.314494 -3.230199 -1.595791 0.34 0.70 -0.02
H -0.671233 -1.744019 0.830449 0.13 0.04 0.08
H 0.385288 -3.125547 1.207938 0.20 -0.05 -0.13
H -0.899047 -3.297916 0.023794 0.12 -0.10 0.05
H 0.521553 -3.854620 -2.005343 0.06 -0.21 0.14
H 2.025089 -3.824349 -1.018454 -0.20 -0.24 0.02
H 1.857890 -2.742973 -2.402229 -0.01 -0.08 -0.06
```
Positions in Å, forces in eV/Å.

The value obtained for the energy is -2272.527395 a.u. For the max |F|, the calculation gives 2.10 eV Å⁻¹. Its LUMO energy is -6.266 eV. The energy relative to the best compared isomer or geometry (same formula, charge and spin) comes out at 0.00 kJ/mol. The charge is +1. The value obtained for the gap between HOMO and LUMO is 0.2463 Eh. As for the multiplicity: 1.

---

DFT (the ωB97M-V functional and the def2-TZVPD basis) results for one molecule with the formula C4H7ClN2.

Structure (XYZ):
```
14
Properties=species:S:1:pos:R:3:forces:R:3
C -1.506331 1.440115 0.352477 2.34 -1.08 -1.67
C -2.102458 0.347079 0.606049 -1.48 -2.51 0.99
C -0.120918 1.485121 -0.404720 -1.37 2.58 0.30
C 1.353531 -1.757144 0.202392 1.11 2.74 2.22
N 0.484243 0.268347 -0.581366 -1.37 -3.69 -3.75
N 1.235123 -0.262099 0.318151 1.54 -1.31 2.43
Cl -1.807065 -1.379875 0.444861 -0.51 1.73 0.09
H -1.744172 2.425546 0.545100 -1.34 1.66 0.72
H -0.390756 2.014426 -1.427709 1.09 -0.79 2.10
H 0.457664 2.063590 0.386955 -0.08 -0.31 -1.72
H 0.842272 -2.033280 -0.675184 -0.30 -1.13 -1.20
H 2.457246 -1.903794 0.235030 -0.88 -0.55 -0.39
H 0.901010 -2.188014 1.131355 0.31 0.11 -0.89
H -0.059388 -0.520018 -1.133392 0.94 2.55 0.77
```
Positions in Å, forces in eV/Å.

The value obtained for the energy is -726.094184 a.u. For the max |F|, the calculation gives 5.44 eV Å⁻¹. Its LUMO energy (alpha / beta) is -0.617 / 0.821 eV. The energy relative to the best compared isomer or geometry (same formula, charge and spin) comes out at 646.82 kJ/mol. The value obtained for the gap between HOMO and LUMO (alpha / beta) is 0.2319 / 0.3461 Eh. As for the multiplicity: 1.

---

DFT (the ωB97M-V functional and the def2-TZVPD basis) results for one molecule with the formula C4H7ClN2.

Structure (XYZ):
```
14
Properties=species:S:1:pos:R:3:forces:R:3
C -1.067576 -0.517835 -1.242704 -0.09 -0.41 -0.32
C -0.173864 -0.596571 -0.087045 -0.61 1.12 -0.56
C -1.511321 0.519623 -2.005439 0.59 -2.51 0.57
C 1.426500 -0.339695 1.604315 0.57 -1.39 0.99
N -0.008438 1.518779 0.859333 -2.26 -1.66 -2.17
N 0.363495 0.277557 0.734023 0.45 0.36 0.24
Cl -2.433596 0.269865 -3.448168 -0.08 -0.22 0.05
H -1.283442 -1.585506 -1.551120 -0.19 1.53 0.11
H 0.170479 -1.525503 0.220230 0.14 -1.95 -0.26
H -1.199600 1.509145 -1.943081 0.30 1.52 0.71
H 1.972649 0.470766 2.113043 -0.09 -0.41 -0.46
H 0.979043 -0.998903 2.423109 0.12 1.16 -1.06
H 2.119062 -1.089524 1.055182 -1.09 1.80 0.51
H 0.646610 2.087802 1.268321 2.24 1.06 1.64
```
Positions in Å, forces in eV/Å.

The value obtained for the energy is -726.187449 a.u. For the max |F|, the calculation gives 3.54 eV Å⁻¹. Its LUMO energy (alpha / beta) is 0.243 / 0.244 eV. The energy relative to the best compared isomer or geometry (same formula, charge and spin) comes out at 401.95 kJ/mol. The value obtained for the gap between HOMO and LUMO (alpha / beta) is 0.2842 / 0.2842 Eh. As for the multiplicity: 1.

---

DFT (the ωB97M-V functional and the def2-TZVPD basis) results for one molecule with the formula C4H7ClN2.

Structure (XYZ):
```
14
Properties=species:S:1:pos:R:3:forces:R:3
C 1.153750 -1.396667 0.164314 0.13 -1.70 -0.22
N -0.312081 -1.602159 -0.103347 2.42 1.21 0.17
C -1.188041 -0.710708 0.075530 -2.67 -1.46 0.86
N -1.300489 0.513994 0.797842 -1.41 -0.75 0.00
C -0.309975 1.407926 0.407762 -1.90 2.17 1.14
C 0.267716 1.378230 -0.745359 2.29 -3.34 -4.03
Cl 1.561437 2.375560 -1.404543 -0.77 -0.11 0.74
H 1.506652 -0.536712 0.844271 -0.57 -1.44 -1.20
H 1.631172 -1.458427 -0.858862 -0.39 1.10 0.90
H 1.538411 -2.426781 0.475508 -0.58 1.47 0.51
H -2.137373 -1.102751 -0.292525 -0.44 0.51 0.21
H -2.339148 0.892624 1.032381 3.58 -1.23 -1.10
H -0.273216 2.296555 0.968572 0.38 0.96 1.04
H 0.201184 0.369314 -1.361545 -0.06 2.62 0.99
```
Positions in Å, forces in eV/Å.

The value obtained for the energy is -726.214148 a.u. For the max |F|, the calculation gives 5.71 eV Å⁻¹. Its LUMO energy is 0.629 eV. Its SMILES is C/N=C\N/C=C/Cl. The energy relative to the best compared isomer or geometry (same formula, charge and spin) comes out at 331.86 kJ/mol. The value obtained for the gap between HOMO and LUMO is 0.3451 Eh. As for the multiplicity: 1.

---

DFT (the ωB97M-V functional and the def2-TZVPD basis) results for one molecule with the formula C4H7ClN2.

Structure (XYZ):
```
14
Properties=species:S:1:pos:R:3:forces:R:3
C -0.907701 2.111953 -0.219528 1.05 0.37 -0.30
C -0.278071 0.986058 0.162664 -1.55 0.97 0.06
C 1.101555 0.753558 -0.121019 1.38 -0.77 -0.20
N 1.634258 -0.342538 0.287691 -0.42 1.26 -0.67
N 2.941362 -0.628320 -0.037027 -0.13 -1.87 -0.52
C -1.049893 -0.113318 0.832701 1.47 0.98 1.01
Cl -1.672080 -1.183830 -0.346554 -0.59 -1.65 -1.44
H -1.938803 2.357794 0.021313 0.12 -0.32 -0.08
H -0.353729 2.876233 -0.807485 -0.43 -0.55 0.56
H 1.621929 1.519571 -0.719155 0.11 -0.37 0.13
H 3.258454 -0.279607 -0.958154 -0.41 0.05 0.61
H 2.903698 -1.675640 -0.093356 0.74 1.39 0.11
H -1.914150 0.362486 1.236967 -0.40 0.01 1.06
H -0.376720 -0.669215 1.527724 -0.95 0.49 -0.32
```
Positions in Å, forces in eV/Å.

The value obtained for the energy is -726.251117 a.u. For the max |F|, the calculation gives 2.27 eV Å⁻¹. Its LUMO energy is 0.649 eV. Its SMILES is C=C(/C=N/N)CCl. The energy relative to the best compared isomer or geometry (same formula, charge and spin) comes out at 234.79 kJ/mol. The value obtained for the gap between HOMO and LUMO is 0.3426 Eh. As for the multiplicity: 1.

---

DFT (the ωB97M-V functional and the def2-TZVPD basis) results for one molecule with the formula C4H7ClN2S.

Structure (XYZ):
```
15
Properties=species:S:1:pos:R:3:forces:R:3
H 2.677788 -0.863877 1.397197 -1.75 -0.41 -1.11
N 1.736162 -0.881701 0.871514 2.50 4.08 -0.35
C 1.712554 0.305200 0.222451 0.94 -2.82 1.57
N 0.540965 0.637294 -0.401966 0.38 0.11 0.09
S 0.578549 2.159899 -1.321163 -2.41 -0.26 3.43
C -0.647445 -0.185604 0.051140 -0.03 4.92 -0.25
C -1.595630 0.525200 0.706884 -0.03 -0.42 -2.49
C -0.797045 -1.542441 -0.461136 -1.99 -2.58 1.74
Cl -0.443683 -1.601015 -2.171785 0.32 -0.40 -0.39
H 2.589281 1.053918 0.124830 -1.54 -1.27 0.18
H -0.168067 2.988976 -0.238280 1.66 -1.42 -2.32
H -2.508487 -0.021121 0.436789 -0.48 0.62 1.51
H -1.598064 1.657661 0.853236 0.19 -2.03 0.10
H -0.210594 -2.201819 0.214049 0.41 0.22 -1.23
H -1.866284 -2.030570 -0.283760 1.84 1.67 -0.47
```
Positions in Å, forces in eV/Å.

The value obtained for the energy is -1124.382202 a.u. For the max |F|, the calculation gives 4.92 eV Å⁻¹. Its LUMO energy is 0.316 eV. Its SMILES is [H]/N=C/N(S)C(=C)CCl. The energy relative to the best compared isomer or geometry (same formula, charge and spin) comes out at 317.38 kJ/mol. The value obtained for the gap between HOMO and LUMO is 0.3444 Eh. As for the multiplicity: 1.

---

DFT (the ωB97M-V functional and the def2-TZVPD basis) results for one molecule with the formula C4H7ClO.

Structure (XYZ):
```
13
Properties=species:S:1:pos:R:3:forces:R:3
Cl -2.537137 -1.385490 0.799771 -0.05 -0.15 0.11
C -1.428774 0.000952 0.806078 -0.27 0.67 0.12
C -0.544411 0.004743 -0.410749 0.92 0.78 0.04
C 0.796176 -0.748899 -0.256199 0.76 0.95 -1.57
C 1.439152 0.649384 -0.398799 -0.58 -0.09 -0.77
O 0.156948 1.288731 -0.376358 -0.66 -0.01 0.06
H -2.015108 0.937700 0.821498 0.14 -0.55 -0.07
H -0.813403 -0.008148 1.720514 -0.29 -0.18 -0.37
H -1.058651 -0.096835 -1.370740 -0.19 -0.24 0.28
H 0.917606 -1.062984 0.751407 0.17 -1.13 0.53
H 1.180934 -1.381790 -1.093523 -0.78 -0.13 1.18
H 1.852973 0.791957 -1.413713 0.45 0.08 0.66
H 2.053693 1.010680 0.420814 0.39 -0.01 -0.20
```
Positions in Å, forces in eV/Å.

The value obtained for the energy is -691.995768 a.u. For the max |F|, the calculation gives 1.99 eV Å⁻¹. Its LUMO energy is 1.029 eV. Its SMILES is ClC[C@@H]1CCO1. The energy relative to the best compared isomer or geometry (same formula, charge and spin) comes out at 131.67 kJ/mol. The value obtained for the gap between HOMO and LUMO is 0.4031 Eh. As for the multiplicity: 1.

---

DFT (the ωB97M-V functional and the def2-TZVPD basis) results for one molecule with the formula C4H7ClS.

Structure (XYZ):
```
13
Properties=species:S:1:pos:R:3:forces:R:3
C 0.463723 -0.641901 -2.467653 -1.05 0.39 -0.50
C 0.399083 0.223210 -1.206676 -0.49 0.48 -0.15
C 0.408645 -0.259523 0.030939 0.52 2.51 2.14
Cl 0.483693 -1.915243 0.441114 -0.10 -0.05 0.08
S 0.648995 1.056411 1.733390 -0.02 -2.12 -2.70
C -0.867323 0.670616 2.656722 1.94 2.70 1.48
H 0.082350 -0.025612 -3.315507 0.35 -0.29 0.55
H -0.263701 -1.558204 -2.492797 2.04 1.32 0.44
H 1.562200 -0.752202 -2.657458 -1.05 -0.87 -0.06
H 0.354220 1.335497 -1.377650 0.14 -1.32 0.49
H -1.468698 1.561316 2.561036 -1.00 -0.51 -0.39
H -0.669071 0.569356 3.730835 0.44 0.11 -0.19
H -1.134115 -0.263722 2.363703 -1.73 -2.37 -1.19
```
Positions in Å, forces in eV/Å.

The value obtained for the energy is -1014.905813 a.u. For the max |F|, the calculation gives 3.64 eV Å⁻¹. Its LUMO energy is 0.503 eV. Its SMILES is C/C=C(\Cl)SC. The energy relative to the best compared isomer or geometry (same formula, charge and spin) comes out at 165.56 kJ/mol. The value obtained for the gap between HOMO and LUMO is 0.3417 Eh. As for the multiplicity: 1.

---

DFT (the ωB97M-V functional and the def2-TZVPD basis) results for C4H7CoO3 as an isolated structure.

Structure (XYZ):
```
15
Properties=species:S:1:pos:R:3:forces:R:3
C -2.061300 -0.557568 -1.224779 -0.82 0.46 -1.38
C -3.148113 0.402175 -0.828048 0.00 0.00 0.18
H -2.446270 -1.474006 -1.681919 0.13 0.15 0.09
H -1.323088 -0.107239 -1.895816 0.04 -0.20 0.35
H -3.926521 -0.101564 -0.241380 0.05 0.16 -0.18
H -3.602429 0.790209 -1.748971 0.01 -0.09 0.26
H -2.749930 1.246433 -0.252373 -0.09 -0.10 -0.19
O 0.307567 -1.932496 1.002838 -0.43 0.41 0.51
Co -1.557233 -2.017007 1.756864 0.46 -0.17 -0.04
O -1.351787 -0.999698 -0.006264 0.04 -0.24 1.05
C -0.048909 -1.229230 0.070112 0.50 -0.10 -0.70
O 1.116316 0.405429 -0.625322 -0.25 1.95 -1.49
C 0.908092 1.495986 -1.220083 0.10 -2.29 1.53
H 1.556383 1.758906 -2.066643 0.05 0.13 0.28
H 0.082520 2.152728 -0.899164 0.20 -0.07 -0.27
```
Positions in Å, forces in eV/Å.

The value obtained for the energy is -1764.195998 a.u. For the max |F|, the calculation gives 2.75 eV Å⁻¹. Its LUMO energy (alpha / beta) is -11.393 / -12.626 eV. The energy relative to the best compared isomer or geometry (same formula, charge and spin) comes out at 4.42 kJ/mol. Its expectation value of S² is 6.010. The charge is +2. The value obtained for the gap between HOMO and LUMO (alpha / beta) is 0.2615 / 0.2204 Eh. As for the multiplicity: 5.